Computed, not measured: 5 unconnected molecules or ions with the total composition C23H50NO6 at a distorted geometry, with ωB97M-V/def2-TZVPD.

Positions of all 80 atoms, in Å:
C 0.091 0.257 -4.942
C 1.140 0.076 -4.333
N 2.206 -0.174 -3.597
C 3.387 0.577 -3.946
C 3.876 1.585 -2.874
C 3.576 1.249 -1.422
O 2.224 1.427 -0.972
C 1.747 2.660 -0.777
C 2.730 3.810 -0.669
O 0.575 2.829 -0.586
H -0.747 0.453 -5.589
H 3.237 1.146 -4.881
H 4.221 -0.122 -4.143
H 3.546 2.601 -3.127
H 4.979 1.601 -2.931
H 3.803 0.190 -1.250
H 4.232 1.831 -0.758
H 2.139 4.717 -0.503
H 3.401 3.665 0.184
H 3.340 3.941 -1.566
C -0.512 -0.726 -1.438
C -1.070 -0.387 -0.074
O -1.721 -1.474 0.596
C -0.914 -2.612 0.807
C 0.331 -2.336 1.635
H -1.288 -1.136 -2.087
H -0.109 0.167 -1.909
H 0.305 -1.448 -1.390
H -1.835 0.384 -0.160
H -0.282 0.026 0.564
H -0.633 -3.077 -0.145
H -1.556 -3.322 1.334
H 1.026 -1.677 1.113
H 0.854 -3.269 1.852
H 0.056 -1.860 2.579
C 2.096 -0.273 4.119
C 2.195 -1.674 4.699
O 3.241 -1.822 5.650
C 3.142 -0.998 6.794
C 1.883 -1.232 7.614
H 3.054 0.035 3.699
H 1.342 -0.241 3.335
H 1.811 0.460 4.876
H 2.429 -2.382 3.904
H 1.236 -1.985 5.128
H 3.223 0.060 6.520
H 4.022 -1.238 7.392
H 0.984 -0.947 7.066
H 1.914 -0.637 8.528
H 1.797 -2.286 7.885
C -3.464 -2.165 -10.061
C -3.353 -1.946 -8.559
O -2.049 -1.651 -8.112
C -1.461 -0.474 -8.639
C -2.235 0.796 -8.330
H -2.762 -2.935 -10.385
H -4.476 -2.485 -10.317
H -3.252 -1.255 -10.624
H -3.629 -2.862 -8.035
H -4.061 -1.171 -8.238
H -1.310 -0.580 -9.722
H -0.475 -0.415 -8.179
H -3.216 0.812 -8.811
H -1.676 1.663 -8.686
H -2.381 0.897 -7.255
C -3.309 1.551 4.410
C -2.338 0.574 5.046
O -1.483 1.159 6.019
C -2.122 1.740 7.137
C -2.947 0.763 7.959
H -2.771 2.400 3.986
H -3.859 1.055 3.610
H -4.037 1.935 5.128
H -1.669 0.179 4.281
H -2.874 -0.282 5.472
H -2.738 2.594 6.832
H -1.310 2.137 7.748
H -3.805 0.383 7.403
H -3.325 1.257 8.855
H -2.337 -0.089 8.262

Properties
strongest force on any atom: 0.0249 hartree/bohr
LUMO energy: 2.34 eV
multiplicity: 1
DFT total energy: -38433.483 eV
molar mass: 436.7 g/mol
total charge: -1
frontier orbital gap: 0.1686 Ha
HOMO level: -2.25 eV

Results of the Mulliken charge analysis, in e, for atoms 1 through 4: -0.440 0.384 -0.504 -0.717

Computed, not measured: a molecular structure, C26H36BClF4N7O4RbSi at a distorted geometry, with ωB97M-V/def2-TZVPD.

Positions of all 81 atoms, in Å:
Rb 0.208 0.582 -0.521
O -2.632 -0.613 -1.448
C -3.625 -1.090 -0.927
C -3.795 -1.415 0.492
C -4.839 -2.273 0.877
C -4.853 -2.702 2.184
C -3.974 -2.282 3.148
C -3.024 -1.353 2.820
C -2.802 -0.943 1.471
O -1.847 -0.194 1.174
N -5.839 -3.747 2.579
O -5.777 -4.162 3.745
O -6.641 -4.154 1.730
H -4.506 -1.339 -1.544
H -5.616 -2.539 0.179
H -4.067 -2.726 4.141
H -2.337 -0.899 3.529
C 3.723 -0.885 1.165
C 3.408 0.350 1.965
C 4.296 0.924 2.873
C 3.938 2.155 3.454
C 2.766 2.762 3.132
C 1.873 2.185 2.178
N 2.265 0.966 1.639
N 0.716 2.701 1.805
Si -0.032 4.176 2.257
C -1.622 4.263 1.197
C -0.552 4.176 4.056
C 1.047 5.697 1.877
H 4.595 -1.453 1.513
H 3.862 -0.611 0.097
H 2.829 -1.530 1.236
H 5.241 0.438 3.137
H 4.591 2.622 4.176
H 2.483 3.712 3.568
H -2.237 3.358 1.327
H -1.444 4.317 0.117
H -2.229 5.133 1.502
H -0.649 3.123 4.401
H -1.549 4.638 4.140
H 0.153 4.704 4.762
H 1.142 5.871 0.793
H 2.077 5.596 2.272
H 0.587 6.597 2.332
C -0.486 -3.423 0.208
N 0.545 -4.138 -0.520
C 1.113 -5.326 0.174
C 1.411 -3.359 -1.340
N 1.443 -2.080 -1.213
N 2.158 -4.090 -2.244
C 3.312 -3.436 -2.881
C 1.598 -5.301 -2.814
H -1.119 -4.188 0.684
H -1.062 -2.864 -0.540
H -0.026 -2.708 0.922
H 0.347 -6.123 0.228
H 1.458 -5.055 1.198
H 2.011 -5.707 -0.343
H 1.929 -1.627 -1.990
H 4.165 -3.324 -2.183
H 3.045 -2.415 -3.245
H 3.632 -4.062 -3.734
H 0.605 -5.495 -2.424
H 2.252 -6.173 -2.642
H 1.469 -5.195 -3.929
Cl -0.469 4.260 -5.991
C -1.152 3.828 -4.499
C -2.490 4.108 -4.175
C -3.083 3.385 -3.142
C -2.300 2.513 -2.381
N -0.985 2.316 -2.623
C -0.401 2.967 -3.654
H -3.060 4.831 -4.766
H -4.128 3.492 -2.901
H -2.744 1.935 -1.558
H 0.681 2.808 -3.800
F 2.813 0.529 -4.998
B 3.040 1.099 -3.706
F 2.305 0.270 -2.707
F 2.462 2.412 -3.676
F 4.396 1.204 -3.393

Properties
strongest force on any atom: 0.0632 hartree/bohr
LUMO energy: 3.79 eV
multiplicity: 1
DFT total energy: -78777.201 eV
energy above the lowest of the compared OMol25 structures with the same formula, charge and spin: 0.0 kcal/mol
molar mass: 746.4 g/mol
total charge: -2
frontier orbital gap: 0.1989 Ha
HOMO level: -1.62 eV

Results of the Mulliken charge analysis, in e, for atoms 1 through 4: 0.704 -0.474 -0.607 1.038

Computed, not measured: a gas-phase ion, C7H11N2O (charge +1) at a distorted geometry, with ωB97M-V/def2-TZVPD.

Positions of all 21 atoms, in Å:
C 0.279 2.088 -0.330
C 0.998 1.208 0.363
C -0.872 0.299 -0.105
C 0.698 -2.599 -0.718
C 1.060 -2.320 0.478
C -2.058 1.947 -1.381
C 0.743 -1.091 1.276
N -0.904 1.519 -0.617
N 0.324 0.059 0.479
O -0.318 -1.397 2.187
H 0.594 3.114 -0.514
H 1.999 1.369 0.799
H -1.685 -0.281 -0.230
H 1.082 -3.464 -1.296
H -0.152 -2.158 -1.354
H 1.860 -2.972 1.063
H -2.039 2.941 -1.660
H -2.128 1.296 -2.311
H -3.036 1.901 -0.888
H 1.679 -0.909 1.772
H -0.405 -0.832 2.982

Properties
strongest force on any atom: 0.1176 hartree/bohr
LUMO energy (spin up / spin down): -2.77 / -7.53 eV
multiplicity: 3
DFT total energy: -12452.433 eV
energy above the lowest of the compared OMol25 structures with the same formula, charge and spin: 47.1 kcal/mol
molar mass: 139.2 g/mol
total charge: +1
frontier orbital gap (spin up / spin down): 0.2592 / 0.2342 Ha
HOMO level (spin up / spin down): -9.83 / -13.91 eV

Results of the Mulliken charge analysis, in e, for atoms 1 through 4: -0.210 -0.106 -0.675 -0.627